Molecular formula: C84H70N14O28
Method: DFT, wB97M-V/def2-TZVPD

Computed properties:
- E_tot (eV) = -166388.440
- charge = 0
- ΔE to the lowest compared entry with this formula, charge and spin (kJ/mol) = 702.2
- E_LUMO (eV) = -1.1

Each line ends with the Löwdin charge.
Positions of all 196 atoms, in Å:
C -3.870208 -1.196601 2.261602  -0.016
C -2.911048 -1.504761 1.258762  -0.044
C -3.281208 -1.347341 -0.075608  -0.032
C -4.534208 -1.015241 -0.519168  -0.146
C -5.593528 -0.898941 0.456672  0.007
C -5.241748 -0.965151 1.821662  -0.048
N -4.795148 -0.877241 -1.942208  -0.305
O -3.876218 -0.616251 -2.747508  0.042
O -5.979248 -0.794291 -2.319408  0.043
H -3.581698 -1.334731 3.293142  0.097
H -1.988518 -1.975631 1.564732  0.089
H -2.503128 -1.630491 -0.769018  0.090
H -6.602638 -0.655271 0.158792  0.105
H -6.063888 -0.840821 2.510882  0.093
C 1.869402 -6.696761 0.043222  -0.104
C 2.916832 -5.821181 0.216842  -0.056
C 4.157382 -6.331671 0.649522  0.028
C 4.337202 -7.726631 0.939172  -0.136
C 3.287762 -8.563681 0.604372  -0.022
C 2.023462 -8.037341 0.385282  -0.085
N 5.492012 -8.321051 1.567202  -0.352
O 6.454052 -7.638421 1.626402  0.113
O 5.427522 -9.512061 1.971732  0.052
H 0.854932 -6.472381 -0.251578  0.115
H 2.951542 -4.760581 0.016062  0.103
H 4.922062 -5.654811 1.000972  0.110
H 3.388172 -9.601691 0.885172  0.118
H 1.228772 -8.629801 -0.043498  0.115
C -3.145718 6.470779 -0.036128  -0.076
C -2.228968 5.672779 0.619142  -0.079
C -2.389038 5.410079 1.958642  0.012
C -3.641998 5.775549 2.572412  -0.088
C -4.629928 6.443319 1.880852  -0.002
C -4.354758 6.790989 0.550682  -0.081
N -3.728998 5.571209 4.084982  -0.317
O -2.801428 5.098799 4.730412  0.042
O -4.655088 6.060369 4.726002  0.067
H -3.044118 6.749729 -1.074518  0.104
H -1.310778 5.398939 0.120802  0.097
H -1.661488 4.758719 2.419942  0.104
H -5.538928 6.833289 2.314492  0.122
H -5.094618 7.228939 -0.102938  0.106
C -7.745798 -5.552741 -2.707838  -0.059
C -6.441008 -5.146091 -3.136908  -0.044
C -5.441648 -4.934371 -2.152218  0.003
C -5.650598 -5.301401 -0.804208  -0.145
C -6.958878 -5.597931 -0.384028  0.007
C -8.027388 -5.670371 -1.328948  -0.055
N -4.592458 -5.093831 0.186192  -0.275
O -4.872158 -5.302411 1.406172  0.033
O -3.356638 -4.903541 -0.064668  0.030
H -8.526658 -5.589171 -3.453038  0.098
H -6.331288 -4.932841 -4.189938  0.101
H -4.427898 -4.801231 -2.500028  0.113
H -7.336978 -5.794931 0.608262  0.112
H -9.005388 -6.016861 -1.029188  0.100
C -8.386518 5.358649 -2.093358  -0.056
C -8.442948 4.751649 -3.371478  -0.051
C -7.332968 3.983489 -3.755368  0.017
C -6.157708 3.808699 -2.922708  -0.122
C -6.145278 4.577369 -1.728368  -0.019
C -7.225928 5.293069 -1.311118  -0.091
N -5.048658 3.024709 -3.347308  -0.352
O -5.349318 1.914539 -3.707668  0.112
O -3.897328 3.413549 -3.091518  0.053
H -9.189288 5.917909 -1.635998  0.102
H -9.310088 4.977699 -3.974258  0.104
H -7.271428 3.548999 -4.742198  0.111
H -5.307398 4.728219 -1.063838  0.097
H -7.032318 5.622309 -0.300908  0.099
C 1.912332 7.519089 1.582612  -0.085
C 2.762502 7.781019 2.620512  -0.067
C 2.173272 8.296109 3.757582  0.006
C 0.810862 8.737149 3.764962  -0.091
C 0.038362 8.514659 2.571202  -0.021
C 0.582142 7.903939 1.536032  -0.101
N 0.214442 9.443789 4.916512  -0.325
O 0.929542 9.700829 5.869522  0.062
O -0.970438 9.889569 4.907952  0.036
H 2.196262 6.935919 0.719082  0.102
H 3.841112 7.726509 2.616262  0.119
H 2.679702 8.496289 4.690242  0.112
H -0.987758 8.813859 2.416382  0.120
H -0.092548 7.740319 0.708732  0.100
C 1.118922 -1.485011 -5.138718  -0.102
C 1.059532 -0.440271 -6.014748  -0.047
C 2.319312 0.125069 -6.247378  0.012
C 3.578742 -0.404231 -5.801978  -0.128
C 3.480152 -1.497641 -4.937878  -0.008
C 2.252162 -1.959631 -4.529678  -0.075
N 4.816952 0.221649 -6.212548  -0.306
O 5.889512 -0.307461 -5.847418  0.067
O 4.687732 1.302359 -6.849298  0.048
H 0.185872 -1.983421 -4.920968  0.102
H 0.167182 -0.023061 -6.457518  0.114
H 2.337522 0.920859 -6.977288  0.106
H 4.345062 -1.913111 -4.442178  0.107
H 2.137742 -2.690311 -3.742648  0.100
C 0.127252 -7.996241 5.199142  -0.049
C -0.725418 -7.037131 5.842802  -0.056
C -1.265398 -6.049411 5.051942  -0.032
C -0.889518 -5.937121 3.718652  -0.086
C -0.031808 -6.826431 3.048932  0.002
C 0.413372 -7.877791 3.829352  -0.074
N -1.340978 -4.610411 3.033472  -0.329
O -0.726128 -4.224311 2.066892  0.064
O -2.232268 -3.971001 3.538062  0.066
H 0.280192 -8.935431 5.709962  0.100
H -0.969998 -7.189381 6.883662  0.103
H -1.903918 -5.350251 5.571442  0.117
H 0.108622 -6.675741 1.988762  0.089
H 0.927352 -8.684141 3.327332  0.100
C 0.414072 2.339879 -0.524348  -0.060
C -0.726968 1.903379 -1.314448  0.002
C -0.802388 0.529739 -1.582878  -0.016
C 0.195132 -0.322351 -1.214598  -0.160
C 1.163592 0.081289 -0.308368  0.012
C 1.236732 1.435729 0.004562  -0.099
N 0.134122 -1.715671 -1.620648  -0.319
O 0.903002 -2.490741 -1.097018  0.070
O -0.794518 -2.071941 -2.388198  0.037
H 0.594782 3.388839 -0.341538  0.098
H -1.438158 2.573639 -1.774178  0.090
H -1.705048 0.307239 -2.132518  0.101
H 1.894192 -0.527341 0.203682  0.124
H 2.074462 1.826499 0.563042  0.099
C 1.070232 3.843149 5.662332  -0.072
C 2.267582 3.090779 5.699952  -0.043
C 3.013572 2.961369 4.488872  0.031
C 2.595962 3.817839 3.442152  -0.153
C 1.391202 4.519629 3.492542  -0.002
C 0.518002 4.550699 4.605832  -0.022
N 3.355232 3.838439 2.218882  -0.344
O 4.227792 3.006019 2.058792  0.069
O 3.251252 4.817719 1.462352  0.041
H 0.583462 3.738149 6.620682  0.105
H 2.645492 2.713929 6.638872  0.101
H 3.916302 2.369849 4.528762  0.109
H 0.977892 4.997919 2.616872  0.099
H -0.408188 5.101699 4.676322  0.088
C 1.175862 -6.691291 -4.074328  -0.054
C 2.399662 -6.728351 -3.352108  -0.040
C 2.809382 -7.991121 -2.929668  -0.052
C 2.189472 -9.155491 -3.233608  -0.126
C 0.987342 -9.112741 -3.981098  0.003
C 0.485622 -7.870111 -4.336468  -0.081
N 2.689592 -10.457991 -2.623128  -0.293
O 3.769012 -10.371091 -1.962048  0.029
O 2.032552 -11.487821 -2.679928  0.079
H 0.811452 -5.753801 -4.467658  0.100
H 2.880232 -5.785451 -3.136728  0.103
H 3.757982 -8.003491 -2.413528  0.119
H 0.413492 -10.007751 -4.171008  0.115
H -0.268898 -7.823581 -5.107788  0.106
C 5.433412 -0.268311 8.032942  -0.078
C 5.515412 -0.459821 6.672452  -0.050
C 4.310022 -0.759971 6.021432  -0.006
C 3.118672 -0.720021 6.710892  -0.133
C 3.105622 -0.516771 8.112892  -0.011
C 4.275342 -0.412761 8.780472  -0.079
N 1.912882 -0.878441 5.899402  -0.367
O 0.820492 -0.623091 6.303822  0.085
O 1.936362 -1.341051 4.768612  0.054
H 6.352332 -0.003581 8.534842  0.107
H 6.477432 -0.393071 6.186182  0.112
H 4.431362 -1.114801 5.008622  0.123
H 2.266302 -0.465091 8.790582  0.123
H 4.155122 -0.261271 9.843012  0.115
C 4.833782 0.328179 -1.637388  -0.109
C 5.298942 -0.974741 -1.788328  -0.048
C 6.681592 -0.971521 -2.148958  0.014
C 7.400952 0.234789 -2.445518  -0.119
C 6.789922 1.493149 -2.362088  0.015
C 5.465632 1.533589 -1.878688  -0.046
N 8.848052 0.218559 -2.816508  -0.348
O 9.423832 -0.844281 -2.804488  0.082
O 9.380752 1.299169 -3.063588  0.060
H 3.814142 0.417359 -1.292738  0.078
H 4.733822 -1.869381 -1.572298  0.103
H 7.208662 -1.898221 -2.321648  0.106
H 7.360352 2.397119 -2.516528  0.115
H 4.777332 2.352989 -1.733008  0.108
C -0.070478 5.914509 -6.785218  -0.062
C -0.305018 5.168979 -5.670568  -0.080
C -0.672548 5.733819 -4.500608  -0.017
C -0.696098 7.096449 -4.365358  -0.170
C -0.440688 7.880539 -5.448078  -0.003
C -0.172318 7.301489 -6.686188  -0.046
N -0.836788 7.651479 -3.026728  -0.297
O -0.416678 6.902819 -2.097208  0.030
O -1.118928 8.843809 -2.931788  0.089
H -0.005868 5.456519 -7.761168  0.112
H -0.340258 4.091509 -5.735528  0.115
H -0.900058 5.098409 -3.657468  0.119
H -0.477368 8.955919 -5.355238  0.122
H -0.045408 7.894029 -7.580158  0.109

Forces on atoms 1 to 3 (eV/Å):
-1.2 -0.8 -2.3
-2.2 0.6 1.3
1.6 -0.8 -0.3